Here is C42H31Cl2NO5P2PtS2 as an isolated structure in a non-equilibrium geometry from the OMol25 dataset. Energies are from ωB97M-V/def2-TZVPD.

highest occupied orbital energy (spin up / spin down): -6.877 / -7.515 eV
net charge: 0
total energy: -124301.2889 eV
relative energy (zero: lowest compared OMol25 entry of this formula, charge and spin): 1882.7 kJ/mol
multiplicity: 5

Geometry (Å):
C  -0.94  4.84  -3.93
H  -3.92  3.71  -1.93
C  -1.21  -4.10  -2.54
C  2.19  -1.70  4.37
H  -6.19  3.28  -2.78
H  -2.71  1.46  3.65
O  1.04  1.42  -1.95
H  -2.57  5.52  2.29
C  -3.63  -3.12  1.74
C  -3.89  0.32  -1.87
O  0.75  1.87  -4.38
C  0.67  -4.19  3.56
H  0.20  3.92  -0.37
C  1.83  -2.91  1.48
C  -2.57  2.20  2.87
C  -1.11  3.42  -1.99
C  -1.16  -2.07  -1.24
C  -3.42  1.63  -1.73
H  -3.50  -3.67  5.56
S  -2.55  0.08  1.15
H  -2.19  3.09  -3.82
O  1.04  -0.41  -3.54
H  1.88  -5.49  4.80
C  -2.60  3.55  3.14
H  -1.25  5.07  -4.94
H  2.64  -4.83  1.50
H  -2.19  4.75  0.00
H  5.19  -2.26  -0.30
Cl  3.22  -0.68  -1.52
H  1.17  5.88  -1.51
H  -5.49  -4.37  4.27
H  -7.00  0.95  -3.03
C  -2.18  2.66  0.50
H  -2.74  3.90  4.15
C  0.41  5.29  -2.00
C  3.11  -1.78  -0.23
O  -0.99  0.72  -3.01
C  1.09  -1.80  3.52
H  0.43  6.47  -3.80
Pt  -0.20  -0.31  -1.27
C  -2.50  4.46  2.09
H  -5.58  -4.00  1.83
H  -3.66  -2.96  0.67
H  -1.60  -2.61  4.41
C  -4.70  -3.70  2.39
H  3.96  -4.56  3.68
C  -1.48  3.73  -3.30
C  -2.39  1.77  1.55
C  -1.14  -4.86  -1.38
C  -1.13  -4.23  -0.15
C  -4.65  -3.91  3.77
H  5.13  -3.92  1.51
C  2.96  -3.83  1.83
C  1.85  -1.93  0.46
S  0.55  0.94  -3.32
H  -1.06  -5.94  -1.44
C  -2.50  -2.74  2.46
C  -3.54  -3.51  4.49
C  -5.55  2.45  -2.52
C  -1.18  -2.73  -2.47
H  -3.22  -0.50  -1.63
H  -0.97  -4.79  0.76
P  -1.72  1.94  -1.15
H  2.33  -0.89  5.08
C  4.26  -2.49  0.19
C  -2.46  -2.93  3.84
H  -1.22  -4.59  -3.51
C  -5.17  0.08  -2.33
C  -0.14  4.20  -1.36
C  -6.00  1.14  -2.66
H  0.06  -3.95  1.68
H  -1.13  -2.14  -3.38
H  -5.52  -0.94  -2.45
C  4.23  -3.41  1.19
C  3.05  -3.99  3.47
N  0.76  -1.18  0.34
H  3.93  -2.70  4.98
P  -1.04  -2.06  1.62
C  -1.23  -2.83  -0.07
C  0.00  5.62  -3.29
C  3.09  -2.73  4.29
Cl  0.57  -2.98  2.52
C  -4.27  2.69  -2.05
C  1.77  -4.76  4.02
O  -1.20  -0.52  2.02
C  -2.29  4.02  0.79

***

Here is C42H31ClN15O4SSeTm as an isolated structure in a non-equilibrium geometry from the OMol25 dataset. Energies are from ωB97M-V/def2-TZVPD.

highest occupied orbital energy (spin up / spin down): -6.998 / -7.000 eV
net charge: 0
total energy: -192838.5789 eV
multiplicity: 3

Geometry (Å):
C  0.98  -0.01  -3.60
C  0.28  -3.35  1.14
C  5.58  -1.37  3.24
N  1.51  0.07  -2.35
H  -2.16  2.53  -3.72
C  -0.85  2.30  -2.21
N  -2.35  -6.04  2.94
H  4.66  -1.88  -6.53
C  2.80  -4.18  0.46
C  6.09  -2.14  4.28
C  5.07  -2.18  -5.57
C  2.97  -0.36  1.86
C  -2.69  -1.31  1.15
H  3.56  1.86  -0.25
C  -2.02  -3.83  1.95
C  -0.58  -2.31  -2.07
Cl  -2.33  -4.14  -1.24
H  2.12  2.14  5.48
H  2.27  -6.10  1.28
H  6.65  -4.79  -4.09
C  2.33  -2.89  0.22
H  1.19  4.11  0.06
H  4.93  0.81  -4.15
C  0.68  -4.68  1.43
C  6.09  -2.97  -3.12
C  2.34  3.48  3.82
H  -4.72  -1.81  1.63
N  2.66  0.17  0.69
H  4.08  0.28  -5.63
H  4.14  -0.25  4.40
H  7.20  -3.88  4.83
C  1.29  2.76  1.75
O  -1.16  -1.28  -1.64
Se  -1.40  -7.49  3.21
H  5.48  -1.05  -2.42
N  -1.42  -1.67  1.04
N  0.57  2.21  -0.47
C  6.19  -3.82  -4.22
C  1.14  1.39  3.75
C  4.99  -1.31  -4.49
N  3.04  0.02  -3.90
H  2.47  -1.18  2.33
O  0.64  -2.49  -2.05
Tm  0.13  -0.15  -0.27
N  1.12  -2.47  0.56
O  6.19  -2.65  -0.72
C  -1.59  -5.14  2.34
N  -1.17  2.54  -3.52
H  5.44  -1.19  1.11
H  -0.93  -4.20  -3.12
C  5.68  -3.42  -5.44
N  7.20  -4.45  -1.47
C  4.30  0.03  -4.60
N  1.88  -0.04  -4.54
H  -0.62  3.23  -4.00
C  5.51  -1.71  -3.27
C  -1.08  -2.92  1.40
C  7.03  -3.70  2.71
N  7.31  -4.44  -0.13
C  2.01  3.70  2.50
S  -2.08  1.54  -1.24
H  -0.08  -0.03  -3.80
N  0.04  -6.78  2.48
H  0.77  0.50  4.24
C  6.70  -3.37  0.30
H  2.93  4.20  4.36
C  1.02  3.07  0.38
H  3.57  0.14  -1.84
H  2.95  -2.16  -0.28
O  0.15  0.65  1.75
C  6.81  -3.29  4.02
N  0.30  2.67  -1.75
C  2.81  0.08  -2.58
C  4.79  -0.10  3.53
H  2.32  4.61  2.01
H  5.76  -4.07  -6.30
H  7.58  -4.60  2.48
H  -4.09  -4.12  2.41
C  5.81  -1.77  1.94
C  0.82  1.56  2.37
H  3.80  -4.46  0.16
H  5.91  -1.83  5.30
H  5.48  0.72  3.74
C  -3.70  -2.15  1.61
C  -3.36  -3.42  2.03
H  -2.92  -0.29  0.83
C  1.97  -5.08  1.08
C  6.53  -3.38  -1.81
N  4.39  1.27  1.57
C  3.55  1.18  0.57
C  -0.25  -5.56  2.08
C  1.89  2.32  4.44
N  4.01  0.29  2.40
H  -2.26  -2.99  -3.28
C  -1.50  -3.41  -2.63
C  6.52  -2.94  1.67

***

Here is C42H31IrN7O5PSSe as an isolated structure in a non-equilibrium geometry from the OMol25 dataset. Energies are from ωB97M-V/def2-TZVPD.

highest occupied orbital energy (spin up / spin down): -11.143 / -11.091 eV
net charge: +1
total energy: -153026.9916 eV
relative energy (zero: lowest compared OMol25 entry of this formula, charge and spin): 407.9 kJ/mol
multiplicity: 2

Geometry (Å):
C  -6.68  2.54  0.06
Se  0.88  -2.06  7.19
H  -9.29  0.67  0.67
C  3.16  0.76  -3.84
H  4.73  1.62  -5.02
H  -7.20  3.48  0.21
O  4.81  -1.85  -0.03
C  -1.34  -0.60  -5.42
Ir  -0.58  1.11  0.31
C  2.23  -1.96  -2.58
H  1.81  2.18  -1.08
C  -0.53  0.46  3.28
H  4.12  -5.26  -3.49
H  2.78  -4.07  -5.19
H  -4.56  4.33  -0.92
O  0.83  -0.45  -0.76
C  -6.72  0.20  -0.33
C  2.34  0.90  -2.72
C  -1.03  0.03  4.50
C  2.85  -3.68  -4.19
C  2.47  2.04  -1.92
C  -3.03  1.26  4.02
S  3.33  -2.03  0.00
H  -9.29  2.38  0.20
C  3.41  3.01  -2.23
H  3.79  -0.90  4.09
H  -1.41  -0.23  -6.43
C  -4.67  3.94  0.10
C  -4.72  -1.19  -0.71
H  -1.09  -1.93  -1.79
C  1.22  -0.95  5.00
H  1.57  -2.02  -4.63
H  0.53  0.38  -5.02
H  4.96  3.62  -3.58
H  -4.21  -1.13  -1.67
H  -3.20  -1.66  -5.52
C  3.61  -4.34  -3.24
C  -5.29  2.56  0.03
N  1.24  0.78  1.72
P  1.23  -0.43  -2.24
H  -2.99  2.29  2.14
H  2.84  1.27  0.52
H  -3.69  3.96  0.55
H  -9.32  1.11  -1.03
C  3.50  0.22  2.27
H  4.54  0.27  1.98
N  -2.36  2.30  -3.10
N  -4.58  1.53  -3.86
O  2.83  -3.02  0.96
H  4.33  -4.30  -1.21
N  -1.26  1.22  2.43
H  -4.00  1.63  4.29
C  -4.60  1.34  -0.14
N  -0.54  -1.27  6.50
C  -1.17  -1.56  -2.81
C  -2.33  0.41  4.86
H  -3.99  -1.51  0.03
O  -2.40  2.30  0.16
C  -0.16  -0.76  5.36
C  -1.50  1.98  -2.29
C  -2.46  1.64  2.81
H  3.08  -0.12  -4.47
C  -2.34  -1.41  -4.90
H  -2.74  0.05  5.79
C  -0.17  -0.74  -3.33
C  -7.41  1.38  -0.10
C  -3.54  1.86  -3.49
C  4.22  2.86  -3.34
C  2.54  0.77  1.43
O  -2.49  0.18  -0.02
N  1.95  -1.62  5.85
C  -5.34  0.14  -0.37
H  3.50  3.89  -1.60
C  3.01  -2.66  -1.64
C  -3.13  1.27  -0.02
C  -8.91  1.39  -0.06
C  -2.26  -1.89  -3.60
H  -5.33  4.62  0.64
H  -3.03  -2.54  -3.21
C  4.09  1.74  -4.15
H  -7.27  -0.72  -0.49
C  3.71  -3.82  -1.96
N  -0.54  1.74  -1.61
C  -0.25  -0.26  -4.63
C  1.74  -0.39  3.75
C  0.85  0.24  2.89
C  2.17  -2.51  -3.87
H  -5.50  -1.95  -0.79
C  3.10  -0.41  3.42

***

Here is C42H31N7SSbSeY as an isolated structure in a non-equilibrium geometry from the OMol25 dataset. Energies are from ωB97M-V/def2-TZVPD.

highest occupied orbital energy: -13.354 eV
net charge: +2
total energy: -138240.6966 eV
relative energy (zero: lowest compared OMol25 entry of this formula, charge and spin): 41.6 kJ/mol
multiplicity: 1

Geometry (Å):
C  0.18  -4.51  -1.64
H  -1.96  -4.31  -1.79
C  0.49  -2.52  1.61
C  3.19  1.58  0.72
C  -0.23  -7.21  -2.01
C  3.09  -1.70  -2.91
C  0.04  0.88  2.26
H  3.43  -1.87  0.02
H  1.24  1.31  -2.55
H  1.15  -0.82  -6.13
C  -1.78  0.68  3.67
H  -3.61  1.40  -2.46
N  1.28  0.91  1.94
C  1.82  1.41  -1.63
H  -0.56  -2.70  1.41
Se  -1.95  4.05  -2.77
H  3.60  2.02  -2.62
C  1.69  -1.06  -5.22
C  -5.54  1.51  -1.56
C  3.18  -2.04  2.12
N  -1.10  1.14  1.49
N  -1.07  3.36  -1.35
H  -3.57  0.53  4.85
H  4.86  2.19  -0.45
C  -1.32  -6.34  -1.99
C  1.06  -6.73  -1.84
C  1.84  1.19  0.70
C  3.82  1.89  -0.46
H  0.17  -0.14  6.86
C  0.34  0.31  4.77
H  -2.32  -6.73  -2.11
C  1.38  -2.29  0.56
C  -2.49  0.46  4.83
C  2.72  -2.05  0.81
C  -2.24  1.01  2.31
H  4.23  -1.87  2.33
H  1.42  0.26  4.73
H  1.90  -7.42  -1.86
C  2.29  -2.28  3.17
C  -5.50  1.41  0.84
H  4.86  -1.23  -4.03
H  -0.40  -8.27  -2.15
C  -1.76  0.16  5.98
C  -0.36  0.09  5.95
H  0.35  3.36  1.04
H  -5.98  1.38  1.80
H  -6.06  1.56  -2.50
Sb  0.55  -2.49  -1.34
H  3.68  1.62  1.67
C  -1.04  5.69  -1.11
C  -6.21  1.51  -0.33
C  -1.11  -4.98  -1.80
C  -0.67  4.39  -0.61
H  2.66  -2.28  4.19
C  -0.67  6.88  -0.40
C  0.39  5.46  1.25
C  0.95  -2.51  2.91
C  -4.17  1.42  -1.53
N  -1.72  5.71  -2.24
H  0.95  5.42  2.18
H  3.66  -1.96  -2.02
C  0.07  4.31  0.62
H  2.29  -5.01  -1.53
Y  -1.15  1.04  -0.64
H  -0.97  7.84  -0.80
N  1.18  1.10  -0.47
C  1.70  -1.79  -2.93
S  -1.52  -1.47  -1.41
C  3.13  1.80  -1.67
H  -0.08  -1.55  -4.12
H  -2.27  -0.02  6.91
C  3.78  -1.29  -4.04
C  -4.10  1.31  0.80
H  3.61  -0.65  -6.08
H  0.31  7.64  1.31
N  -3.46  1.34  -0.38
C  3.07  -0.96  -5.20
C  1.00  -1.47  -4.09
H  0.26  -2.69  3.73
N  -3.49  1.11  2.03
C  1.27  -5.38  -1.66
C  -0.40  0.59  3.64
H  -7.29  1.58  -0.30
C  0.02  6.76  0.75

***

Here is C42H32F5FeOP2 as an isolated structure in a non-equilibrium geometry from the OMol25 dataset. Energies are from ωB97M-V/def2-TZVPD.

highest occupied orbital energy (spin up / spin down): -13.576 / -14.041 eV
net charge: +2
total energy: -112655.9609 eV
multiplicity: 6

Geometry (Å):
C  -3.40  -3.46  1.44
C  -0.02  -0.06  4.42
C  2.72  1.14  -0.94
P  -0.01  -1.78  -0.17
C  0.03  -0.12  7.26
C  2.35  -2.62  1.08
C  1.78  3.21  -1.80
C  3.25  -4.11  -1.11
C  -2.66  1.48  -0.98
H  -4.26  -3.14  2.04
C  0.49  -0.78  -4.14
H  -0.96  -0.78  -5.73
H  -2.27  5.87  1.41
C  -1.36  1.82  -1.40
C  -1.22  -4.27  -0.12
H  5.04  2.88  -2.74
F  0.26  -2.48  7.20
C  -1.43  5.19  1.56
H  -2.39  -1.54  1.60
C  2.04  -3.42  -1.19
H  3.11  4.45  -2.94
C  1.59  -2.66  -0.10
H  1.30  -0.42  -4.77
H  -0.17  2.43  -3.10
O  0.05  -0.02  3.12
Fe  -0.15  0.00  1.29
H  3.60  -4.70  -1.97
C  3.00  3.52  -2.39
F  0.26  -2.43  4.46
H  1.50  2.70  2.13
H  1.24  4.66  3.62
H  -0.71  6.20  3.32
C  -1.60  -1.65  -2.50
H  -4.14  -5.46  1.14
F  0.05  -0.14  8.60
H  -2.20  -6.18  -0.25
H  -4.73  1.22  -1.54
H  4.78  0.76  -1.46
C  -3.73  1.51  -1.87
C  -1.16  2.19  -2.74
C  -3.53  1.93  -3.19
C  4.08  2.64  -2.27
C  -2.24  2.26  -3.62
C  -2.25  -5.17  0.15
H  0.67  0.15  -7.22
C  3.58  -3.27  1.14
C  -0.24  1.10  5.21
C  -0.15  1.10  6.59
H  -4.37  1.98  -3.88
C  0.14  -1.27  5.15
C  -3.34  -4.76  0.93
C  -2.36  -2.55  1.18
H  -2.42  -1.98  -1.87
H  0.94  3.90  -1.90
H  4.97  -4.57  0.11
C  -0.18  3.22  0.87
C  -1.84  -1.37  -3.84
P  0.03  1.75  -0.21
H  1.46  -3.48  -2.11
C  -1.29  -2.95  0.36
C  0.74  -1.08  -2.80
F  -0.60  2.26  4.59
C  0.70  3.41  1.96
C  4.02  -4.04  0.05
H  -2.07  2.57  -4.65
H  4.20  -3.20  2.04
C  3.94  1.45  -1.55
H  1.97  -2.07  1.95
C  1.62  2.02  -1.07
H  1.75  -1.00  -2.41
C  -0.54  5.38  2.62
C  -0.79  -0.97  -4.67
H  -0.36  -4.59  -0.70
C  0.53  4.50  2.81
H  2.62  0.23  -0.34
H  -0.07  0.19  -7.36
H  -1.91  4.01  -0.18
C  -1.23  4.13  0.67
H  -2.84  1.21  0.06
C  0.15  -1.31  6.53
C  -0.31  -1.51  -1.96
F  -0.24  2.24  7.31
H  -2.84  -1.47  -4.25

***

- Which value of multiplicity does entry 4 give?
  1

***

- Number 3 is which compound?
  C42H31IrN7O5PSSe

***

- The lowest total energy belongs to which entry?
  C42H31ClN15O4SSeTm